C49H33F5Ge2N3O2SeSn | wB97M-V/def2-TZVPD

Its total charge is -1. Its energy above the lowest of the compared OMol25 structures with the same formula, charge and spin is 0.166 eV. As for the spin multiplicity: 1.

Structure (XYZ):
```
96
C49H33F5Ge2N3O2SeSn (wB97M-V/def2-TZVPD)
C -4.97210 -0.95026 -1.18533
C -2.91726 5.77385 2.36363
C 2.80202 -3.63581 2.06381
H -2.46974 -1.20981 -4.58986
C 0.51557 -1.25473 -6.19898
C -1.44917 -0.94142 -4.84243
H -2.79081 0.92185 0.71082
H 1.47236 -3.29234 5.16676
Se 0.08933 1.08856 2.37982
C -0.58533 1.45221 -1.15427
C -1.41843 7.34259 -2.37399
Sn -0.92299 -0.36587 0.38152
C 3.80879 -4.13486 -0.09866
C -2.58596 6.59147 -2.30720
C 2.87941 -3.29967 -0.76222
Ge -1.42365 2.96496 -0.40327
C -0.60981 4.67009 -4.96723
C -1.44811 1.43018 3.44363
H -6.75436 -0.16537 -0.28542
C -1.65644 4.87051 -5.85803
C 0.51497 0.36857 -4.42658
H 1.86985 -2.22297 -3.81362
H -3.46824 4.73633 -1.70629
C -3.81924 3.39910 1.23561
H 2.19953 -0.01226 -5.70056
C -3.80596 -0.64849 -1.87492
H 0.31031 -0.98009 -2.33865
C -2.54768 5.30350 -1.79824
F -2.51587 -0.66808 3.12344
H 0.25684 5.32015 -4.99855
N 1.04803 -1.72701 -0.60775
F -2.54414 4.12900 5.64769
C -0.19067 5.49558 -1.44035
C 1.93659 -2.34560 -2.74263
N 0.83210 -2.23788 2.06270
C -2.77470 4.05103 -5.80327
C -1.49728 2.63063 4.14851
H -1.44260 8.35820 -2.75051
N 4.86958 -5.11073 1.79768
H -3.72859 2.40668 -4.81426
C -5.59795 1.36776 -1.24094
C -0.67748 3.64139 -4.03988
H -2.56449 6.70319 2.79464
H 1.02467 -1.75372 -7.01523
F -0.45660 3.47086 4.07069
C -3.52179 0.65788 -2.25974
H 0.68191 7.39109 -1.95377
H -4.15059 2.46044 0.80862
H -5.70642 3.85972 2.14243
C -2.50571 3.80267 1.03871
H -3.58806 4.20524 -6.50306
H -4.90220 5.97552 3.15432
H -1.30668 -2.35137 -6.45971
C -0.22412 6.79608 -1.92946
H -1.59572 5.65788 -6.60012
H 3.33020 -4.42976 3.99795
O 5.09294 -5.09854 2.99316
H -3.08440 -1.43045 -2.09014
H 3.61467 -3.67265 -2.75566
C 1.05176 -1.64232 -1.91893
C -1.34880 4.72673 -1.37535
H -3.52698 7.01414 -2.63905
C -0.79293 -1.58976 -5.88445
C 2.64478 -3.80550 3.45471
C -5.86285 0.06026 -0.85798
H -5.17370 -1.96958 -0.87924
H 0.13870 3.47619 -3.34560
F -4.70020 2.46706 5.81042
C -1.79514 2.81200 -3.97011
F -4.66753 0.09517 4.49648
C 1.60524 -3.18321 4.09926
C -4.43368 1.65917 -1.93462
C -4.23295 5.36881 2.55592
C -2.52836 0.57363 3.61995
C 3.81833 -4.26915 1.25217
C -2.56684 2.98791 4.94554
C 0.71415 -2.40827 3.35788
H -0.12749 -1.90814 3.82414
H 1.03222 1.11385 -3.82915
H -6.28204 2.16677 -0.97859
C -4.68105 4.18176 1.99855
C 2.87672 -3.14742 -2.16100
C -3.63213 0.93767 4.36611
C 1.85181 -2.80602 1.41493
C -2.05788 4.99852 1.60137
Ge -1.71217 1.22760 -2.77948
H 4.54526 -4.67679 -0.67440
H -4.20680 2.68627 -2.20997
O 5.51045 -5.80084 1.02319
H -1.03788 5.32223 1.43225
C -0.80364 0.04612 -4.10312
C 1.17522 -0.27575 -5.46249
C -2.84297 3.03365 -4.85890
C -3.65534 2.14546 5.03684
H 0.74845 5.07643 -1.09183
C 1.92121 -2.57983 -0.01601
```

Partial atomic charges computed with the Löwdin method, in multiples of e: -0.09 -0.09 -0.06 0.09 -0.12 -0.10 -0.05 0.11 0.59 -0.65 -0.11 0.70 0.06 -0.08 -0.13 0.91 -0.09 -0.51 0.10 -0.10 -0.14 0.09 0.09 -0.13 0.10 -0.16 0.06 -0.12 0.02 0.10 0.01 0.10 -0.14 -0.01 0.07 -0.10 -0.28 0.09 -0.34 0.10 -0.11 -0.14 0.10 0.09 0.05 -0.30 0.09 0.04 0.10 -0.31 0.09 0.10 0.10 -0.10 0.09 0.10 0.07 0.08 0.12 -0.11 -0.33 0.10 -0.10 0.00 -0.10 0.10 0.09 0.11 -0.28 0.10 -0.03 -0.15 -0.10 -0.28 -0.08 -0.16 -0.13 0.10 0.10 0.10 -0.09 0.00 -0.15 -0.14 -0.12 0.78 0.13 0.08 0.06 0.10 -0.29 -0.11 -0.11 -0.15 0.10 -0.12

---

C23H50B2Cl4FNO5P | wB97M-V/def2-TZVPD

Its total charge is -1. As for the spin multiplicity: 1.

Structure (XYZ):
```
87
C23H50B2Cl4FNO5P (wB97M-V/def2-TZVPD)
H 2.89517 4.56758 -6.18150
H -1.82273 -1.61658 3.41566
H -0.61769 -1.96923 -2.82043
C 2.49868 4.12763 -5.26769
N -7.53101 -0.66651 -0.06028
Cl 3.89520 3.76510 -4.21689
H 2.18388 0.44568 -2.02340
H 2.01859 3.18368 -5.51160
H 4.80796 1.43938 -1.90578
H -0.87404 5.74888 1.78640
O 2.81396 -4.72175 0.42881
O -0.21472 -3.39009 -0.16011
H 0.74673 -0.71176 -0.71785
Cl -3.88526 5.48935 -0.33028
H 2.03227 5.98348 -4.27786
H -6.33182 -1.79126 1.85166
H -7.78474 -0.27709 -0.96148
C -1.42425 5.55929 0.86545
O 2.95097 -3.18311 2.23025
C -1.35867 -2.63338 0.09158
H -5.61731 0.23666 0.18118
H -1.52010 -3.21537 2.80594
C -1.49169 -2.51017 -2.46758
H 4.11406 -6.25874 1.96782
H -3.92680 -2.74029 3.18107
C -6.04731 -0.75318 -0.00212
H 4.51063 2.58136 1.57137
H -1.27267 -3.56973 -2.38097
H 3.68138 -2.60107 2.02328
H -4.44067 -0.58846 2.45621
H 3.53608 4.05171 1.83626
H 0.57937 1.69871 1.92325
H 4.48124 1.01386 -0.23379
H -3.18959 4.74928 1.79431
H 1.33679 -2.06720 -1.65109
C 3.23599 2.59626 -1.02856
P -1.03999 0.14143 1.16261
H 5.64139 -6.28729 1.04127
C 1.44809 -1.55421 -0.69041
H 4.65675 3.96119 0.46466
C -1.95008 -1.93117 -1.14285
C -1.94235 -2.24489 2.53134
H -2.27743 1.88627 2.32802
C -1.06170 -1.75801 1.37825
B 2.27050 -3.58668 1.05047
H 0.76666 5.36947 -5.35141
C -5.57063 -1.72678 1.07437
C -3.43329 -2.46211 2.24458
B 0.95582 -2.65235 0.45432
H 5.34258 -5.01087 2.18913
H 3.52604 -1.87010 -0.90853
H 1.23655 0.76770 0.60408
H 1.16883 0.06215 2.25641
H 3.13581 -0.67417 0.37438
H 3.64622 -0.35888 -2.52826
H -3.16673 6.51444 1.65128
H -2.30242 -2.35560 -3.18112
H 3.78996 3.43477 -1.45832
H -2.12911 -3.37620 0.33032
C -1.89715 0.90721 2.61429
H -1.78376 -0.85613 -1.14075
H 4.69289 -3.82163 0.34159
C 3.15206 0.09255 -1.66611
C 1.52690 5.08563 -4.62513
O 2.89249 2.88410 0.31835
H -1.15451 6.31899 0.13536
H -5.44962 -2.70258 0.60270
H 2.29600 2.53747 -1.57263
C 4.21959 -4.80839 0.34502
H -5.68555 -1.07306 -0.97722
H 4.45544 -5.25155 -0.62424
F -3.36299 -2.11418 -1.07231
C 4.00798 1.28128 -1.17833
H -2.68502 0.29779 3.03098
C 2.88578 -1.02965 -0.62802
C 0.66705 0.68709 1.51984
H -3.66370 -0.79115 0.85648
C 3.95856 3.38908 1.08373
C -4.21675 -1.28925 1.65178
C -2.90304 5.58111 1.15601
Cl 0.68498 4.35822 -3.23798
H -7.82493 0.04466 0.59994
Cl -0.88375 3.98323 0.25195
H -3.57019 -3.31754 1.58217
O 0.27979 -2.07449 1.67101
H -1.17338 1.07404 3.41913
C 4.85540 -5.65381 1.45659
```

Partial atomic charges computed with the Löwdin method, in multiples of e: 0.07 0.10 0.07 -0.65 -0.03 0.58 0.10 0.07 0.09 0.07 0.04 -0.01 0.07 0.53 0.07 0.10 0.05 -0.67 0.11 -0.26 0.11 0.13 -0.03 0.08 0.11 -0.29 0.08 0.08 0.08 0.10 0.08 0.02 0.10 0.06 0.10 -0.26 0.99 0.06 -0.11 0.08 -0.31 -0.15 0.00 -0.49 -0.41 0.07 -0.21 -0.20 -0.66 0.06 0.10 0.01 0.06 0.10 0.10 0.07 0.07 0.07 0.14 -0.30 0.08 0.10 -0.19 -0.67 -0.21 0.06 0.10 0.08 -0.28 0.10 0.11 -0.06 -0.17 0.00 -0.21 -0.28 0.08 -0.12 -0.23 -0.67 0.57 0.05 0.57 0.09 -0.08 0.03 -0.07

---

C25H66B3F12N5O5 | wB97M-V/def2-TZVPD

Its total charge is +2. Its energy above the lowest of the compared OMol25 structures with the same formula, charge and spin is 2.019 eV. As for the spin multiplicity: 1.

Structure (XYZ):
```
116
C25H66B3F12N5O5 (wB97M-V/def2-TZVPD)
H -7.38655 -0.94505 0.09121
B -0.06886 -3.90422 2.20477
H 3.18519 -2.59276 0.14323
H 0.53506 -9.07906 -1.46212
F 4.02064 0.67915 4.80293
H 5.52767 1.90159 1.03843
H -4.73757 0.92151 -2.10952
N -2.96224 -2.04332 2.16528
H -7.22781 -2.50800 1.09186
H -2.49777 -1.44576 2.88548
H -4.82676 6.03064 -3.74137
H 5.41261 2.51655 -2.63557
H -4.88591 -1.39963 -0.60905
H -0.72215 -7.84758 0.37741
H 7.18256 2.26384 0.62079
F -1.37911 2.76456 1.49563
N -4.40503 3.95963 -2.04654
H -3.52892 1.56390 -3.26693
H 2.16751 -6.87722 0.73226
C 2.59650 -0.60817 0.33828
C 5.63360 2.01465 -1.68851
F -1.55646 0.65992 0.49658
H -0.58497 -6.62024 -1.85273
B -0.67148 1.71149 0.94986
F 0.14748 1.07473 2.03768
C 2.00520 -5.79975 -2.72278
H 4.70935 1.42793 -1.44115
F 0.57319 -4.84058 2.85979
H -3.82805 -2.34379 2.59041
F 0.21719 2.04927 -0.12650
H -2.23590 -2.78150 1.91678
H -3.85814 3.65040 0.32098
H -5.84352 5.07729 -0.17865
C 1.19875 -7.18259 1.12469
F -0.03526 -2.64841 2.87384
F 0.66290 -3.80517 0.87270
C -5.04595 6.26496 -2.70056
H 2.19145 -4.94549 -2.10107
O -5.61587 -1.13493 1.32809
H 4.51566 -1.48409 0.82668
H 1.96255 -8.67405 -0.71816
H 5.86940 4.32300 3.45148
H -3.36920 -0.30322 1.08933
H -1.54987 2.38519 -1.18835
B 4.60116 0.55126 3.55120
C 7.05109 4.94972 0.95153
F -1.42076 -4.11333 1.83109
H 1.48608 -7.91027 1.85900
N 2.05794 -0.73204 1.74370
C -4.27917 5.42984 -1.71362
H 2.95059 -6.19692 -3.05810
C 1.39751 -0.76865 -0.55437
H -3.12804 0.75430 -1.78981
C -2.22603 3.18774 -1.59080
O 1.62408 -0.21645 -1.85001
H -4.30777 5.51944 0.50609
H -0.95151 4.84024 -0.99626
H 7.05156 5.80413 1.61765
C -6.98270 -1.39627 1.06068
H -2.19110 4.52725 0.07464
C -3.62245 2.73191 -1.47583
H 4.19173 -1.32065 -0.81892
H 8.06885 4.56031 0.96260
H 2.95350 0.41407 0.28482
H 4.94125 4.35726 1.09255
H 1.58184 -1.63606 1.87586
H 0.65548 0.35605 -3.56429
H -4.59133 7.23304 -2.61605
H 6.51171 2.80639 3.15874
C 6.15316 2.64791 0.53212
H 6.56731 1.46512 -1.86034
C 5.95406 3.94834 1.34266
H 0.85240 -9.55415 0.14894
H 4.96714 3.06109 2.96655
C -3.94535 2.62541 -0.03824
H 0.42889 -5.56170 -0.82302
H -0.04939 -0.96746 -2.72329
H 1.33003 -5.56196 -3.55979
F 4.03372 1.70919 2.71965
O 1.49863 -6.85494 -1.94174
H -3.24085 1.91992 0.42826
H -2.29827 -1.19638 -0.95847
C -1.98730 4.59339 -0.99610
H -4.81532 -2.82253 0.54416
H 6.92586 5.30876 -0.05871
C -2.31284 -1.88936 -0.13770
C -3.32772 -1.36228 0.88805
H -1.30400 -1.97454 0.25988
C -4.71048 -1.73298 0.43771
H -2.63720 6.60348 -1.32802
H 0.87172 -6.31139 1.67118
H -0.17247 0.70823 -2.04594
O -5.32235 3.58579 -2.91814
C 3.70652 -1.63622 0.10736
H -2.39294 5.72694 -2.72506
C 0.31605 -6.57595 -1.17683
C 0.31551 -7.54845 0.01352
C 0.44235 -0.04212 -2.57461
C -2.79854 5.61146 -1.73741
F 4.32337 -0.70584 3.00249
H -5.23884 6.73868 -0.39258
C -3.81521 1.45770 -2.23769
H 1.18910 -1.87215 -0.64938
H 0.51009 -0.39999 -0.01159
F 6.00554 0.89084 3.52456
H -1.79081 3.19653 -2.61128
C -4.95104 5.69613 -0.32458
O 5.83611 3.06494 -0.77187
H 2.82993 -0.65528 2.37245
N 5.87569 3.54344 2.76820
H -6.10062 6.28434 -2.47336
N 0.95844 -8.83864 -0.55350
H -2.55653 -2.89053 -0.54153
H 1.41622 0.05521 1.85458
H -4.94326 2.19606 0.05804
H -7.51111 -0.84193 1.85147
```

Löwdin population analysis, charges in e, atoms 1 to 99: 0.11 -1.18 0.08 0.18 0.15 0.11 0.09 0.23 0.11 0.19 0.11 0.09 0.15 0.18 0.15 0.16 0.12 0.10 0.11 -0.30 -0.08 0.05 0.15 -1.09 0.02 -0.06 0.09 0.23 0.16 0.09 0.10 0.07 0.11 -0.04 0.10 -0.02 -0.01 0.08 -0.20 0.08 0.17 0.18 0.13 0.11 -1.05 -0.03 0.10 0.10 0.24 -0.45 0.10 -0.20 0.08 -0.14 -0.15 0.08 0.13 0.08 -0.10 0.11 -0.47 0.09 0.09 0.15 0.18 0.14 0.10 0.10 0.17 -0.20 0.10 -0.30 0.16 0.12 0.01 0.11 0.07 0.11 -0.03 -0.23 0.09 0.06 -0.14 0.14 0.09 -0.03 -0.31 0.07 -0.21 0.14 0.07 0.08 0.18 0.00 0.14 -0.15 -0.27 -0.10 -0.13

---

| no. | molecular weight (u) | energy (Ha) |
| --- | --- | --- |
| 1 | 1133.7 | -9470.4975 |
| 2 | 634.1 | -3669.1280 |
| 3 | 777.2 | -2915.0870 |